Entry 1:
The following is a quantum chemistry calculation of one molecule with the formula C21H27ClN2O5, from the Open Molecules 2025 dataset.

Geometry as ORCA input:
```
! RIJCOSX wB97M-V def2-TZVPD def2/J DEFGRID3
* xyz 0 1
C 6.887 -0.519 1.579
O 6.078 -0.384 0.413
C 4.782 -0.039 0.680
C 3.809 -1.035 0.774
C 4.184 -2.480 0.600
C 2.496 -0.658 1.015
C 2.132 0.678 1.128
C 0.678 0.983 1.342
O -0.061 0.183 1.896
N 0.247 2.175 0.861
C -1.156 2.552 0.851
C -1.617 2.955 -0.544
C -3.111 3.198 -0.592
O -3.742 1.966 -0.293
C -5.137 1.917 -0.477
C -5.460 0.571 -1.102
N -4.921 0.458 -2.455
C -3.554 0.475 -2.663
O -3.030 1.201 -3.484
C -2.774 -0.446 -1.851
C -2.050 -1.140 -1.191
C -1.130 -1.931 -0.390
C -1.625 -3.318 0.036
C -0.314 -4.021 0.390
O 0.729 -3.335 -0.317
C 0.161 -2.308 -1.117
C 3.104 1.665 1.028
C 4.420 1.299 0.809
Cl 5.636 2.530 0.682
H 7.877 -0.809 1.237
H 6.950 0.427 2.121
H 6.487 -1.291 2.241
H 3.290 -3.085 0.461
H 4.833 -2.606 -0.266
H 4.729 -2.855 1.468
H 1.731 -1.420 1.103
H 0.882 2.703 0.287
H -1.717 1.689 1.201
H -1.329 3.373 1.554
H -1.100 3.862 -0.870
H -1.376 2.163 -1.257
H -3.413 3.966 0.134
H -3.405 3.535 -1.593
H -5.658 2.030 0.481
H -5.469 2.725 -1.142
H -5.037 -0.222 -0.485
H -6.539 0.419 -1.150
H -5.350 1.115 -3.096
H -0.872 -1.351 0.502
H -2.320 -3.277 0.873
H -2.121 -3.805 -0.805
H -0.096 -3.955 1.458
H -0.316 -5.073 0.099
H -0.062 -2.673 -2.126
H 0.875 -1.488 -1.187
H 2.866 2.714 1.147
*
```

Results
- Total energy: -1762.2709 Eh
- Kohn-Sham gap: 9.80 eV
- LUMO: 0.71 eV
- SMILES string: COc1c(C)cc(C(=O)NCCCOCCNC(=O)C#C[C@H]2CCOC2)cc1Cl
- HOMO: -9.0897 eV

=====

Entry 2:
The following is a quantum chemistry calculation of C21H27ClN6O8RuSSi as an isolated structure, from the Open Molecules 2025 dataset.

Geometry as ORCA input:
```
! RIJCOSX wB97M-V def2-TZVPD def2/J DEFGRID3
* xyz -1 2
Ru -0.061 -0.123 0.166
N 1.859 -1.285 1.101
C 1.710 -2.716 1.243
C 0.293 -3.275 0.783
O 0.098 -4.459 1.015
O -0.472 -2.477 0.206
H 2.541 -0.997 0.405
H 2.044 -0.802 1.974
H 1.820 -3.028 2.284
H 2.434 -3.257 0.627
O 0.773 1.780 1.460
Cl -0.233 2.618 0.877
O 0.118 3.976 1.066
O -0.365 2.341 -0.523
O -1.481 2.343 1.506
N 2.140 5.008 -6.032
C 2.359 4.100 -5.007
C 1.603 4.166 -3.835
C 1.889 3.336 -2.769
C 2.932 2.433 -2.866
C 3.670 2.328 -4.027
C 3.382 3.155 -5.099
S 3.245 1.422 -1.422
O 4.338 0.500 -1.656
O 3.423 2.297 -0.297
N 1.835 0.599 -1.223
C 1.494 -0.200 -2.207
N 2.246 -0.340 -3.314
C 1.959 -1.340 -4.111
C 0.901 -2.217 -3.892
C 0.076 -1.902 -2.821
N 0.337 -0.891 -2.021
H 1.242 5.465 -6.024
H 2.455 4.733 -6.948
H 0.788 4.873 -3.769
H 1.299 3.364 -1.867
H 4.453 1.589 -4.080
H 3.948 3.076 -6.017
H 2.618 -1.447 -4.965
H 0.719 -3.074 -4.521
H -0.809 -2.480 -2.589
C 0.043 -0.293 3.796
Si -1.748 -0.663 3.258
C -2.906 0.564 4.167
C -2.173 -2.470 3.769
N -1.864 -0.463 1.543
C -2.961 -0.529 0.795
C -4.225 -0.935 1.284
C -5.330 -0.962 0.467
C -5.239 -0.583 -0.866
C -4.007 -0.189 -1.378
C -2.891 -0.169 -0.577
H 0.064 0.206 4.761
H 0.499 0.379 3.075
H 0.647 -1.192 3.879
H -2.737 0.559 5.239
H -3.958 0.358 4.001
H -2.705 1.562 3.792
H -1.794 -2.687 4.763
H -1.726 -3.175 3.075
H -3.240 -2.666 3.788
H -4.305 -1.231 2.316
H -6.281 -1.280 0.873
H -6.116 -0.597 -1.497
H -3.926 0.099 -2.417
H -1.920 0.163 -0.983
*
```

Results
- Total energy: -2989.4530 Eh
- Kohn-Sham gap (spin up / spin down): 5.40 / 6.04 eV
- LUMO (spin up / spin down): 0.67 / 1.27 eV
- ⟨S²⟩: 1.120
- HOMO (spin up / spin down): -4.7322 / -4.7783 eV

=====

Entry 3:
The following is a quantum chemistry calculation of a 4-piece molecular cluster, C21H27F24NO4P overall, from the Open Molecules 2025 dataset.

Geometry as ORCA input:
```
! RIJCOSX wB97M-V def2-TZVPD def2/J DEFGRID3
* xyz 1 1
C 0.356 2.403 3.689
C 0.296 1.020 2.881
O -0.767 0.392 2.884
N 1.526 0.602 2.244
C 1.364 -0.641 1.441
C 0.408 -0.491 0.185
C 1.097 0.117 -1.118
C 2.419 0.963 -0.845
P 2.585 2.193 -2.298
H 0.850 2.211 4.691
H 0.966 3.141 3.080
H -0.714 2.748 3.842
H 2.254 0.519 2.962
H 0.863 -1.405 2.130
H 2.375 -1.109 1.190
H 0.080 -1.550 -0.087
H -0.541 0.080 0.403
H 0.339 0.831 -1.586
H 1.299 -0.672 -1.918
H 3.375 0.340 -0.867
H 2.393 1.606 0.082
H 3.881 2.159 -2.894
H 1.644 1.782 -3.289
H 2.205 3.518 -1.893
C -1.352 -4.920 2.504
C -1.616 -6.208 3.317
C -0.465 -6.708 4.194
F 0.625 -7.037 3.477
F -0.838 -7.829 4.856
F -2.039 -7.178 2.477
F -2.667 -5.939 4.143
O -1.001 -5.078 1.121
C 0.352 -5.281 0.792
C 0.595 -6.633 0.116
F 0.241 -7.656 0.917
F 1.910 -6.794 -0.168
F 1.120 -5.092 1.879
F 0.677 -4.287 -0.069
H -2.308 -4.391 2.469
H -0.675 -4.235 3.018
H -0.182 -5.959 4.938
H 0.024 -6.716 -0.811
C -4.527 -0.930 3.834
C -4.708 -0.933 2.300
C -4.406 0.381 1.577
F -5.218 1.380 1.962
F -4.591 0.235 0.238
F -5.952 -1.372 2.005
F -3.848 -1.876 1.805
O -5.707 -0.772 4.633
C -6.149 0.534 4.917
C -7.541 0.815 4.345
F -7.558 0.688 3.001
F -7.924 2.083 4.623
F -5.228 1.429 4.517
F -6.197 0.626 6.263
H -4.171 -1.930 4.092
H -3.726 -0.260 4.157
H -3.369 0.690 1.737
H -8.281 0.127 4.759
C 2.853 5.001 -6.819
C 3.075 5.375 -5.336
C 4.114 6.465 -5.063
F 5.346 6.113 -5.462
F 4.197 6.701 -3.728
F 3.359 4.246 -4.629
F 1.877 5.824 -4.861
O 3.516 3.827 -7.305
C 4.839 3.956 -7.777
C 5.833 3.129 -6.956
F 5.846 3.514 -5.658
F 7.088 3.290 -7.424
F 5.174 5.254 -7.852
F 4.828 3.500 -9.044
H 1.792 4.754 -6.906
H 2.993 5.853 -7.488
H 3.840 7.403 -5.552
H 5.580 2.067 -6.991
*
```

Results
- Total energy: -3909.9472 Eh
- Kohn-Sham gap: 9.46 eV
- LUMO: -3.43 eV
- HOMO: -12.8910 eV

=====

Entry 4:
The following is a quantum chemistry calculation of C21H27FeN4O6STe4 as an isolated structure, from the Open Molecules 2025 dataset.

Geometry as ORCA input:
```
! RIJCOSX wB97M-V def2-TZVPD def2/J DEFGRID3
* xyz -2 6
Fe -0.578 0.941 1.456
Te -1.574 0.691 4.472
Te -3.050 0.685 6.597
Te -5.723 1.342 3.892
Te -3.511 1.443 2.460
C 2.980 -1.843 -1.374
C 3.546 -2.089 0.020
N 3.186 -1.082 1.010
C 4.174 -0.054 1.285
C 4.349 0.926 0.129
C 1.940 -1.068 1.556
S 1.546 0.041 2.788
N 1.147 -2.054 1.087
C -0.171 -2.039 1.222
O -0.920 -1.090 1.536
C -0.873 -3.327 0.879
C -0.169 -4.475 0.530
C -0.848 -5.648 0.233
C -2.236 -5.679 0.282
C -2.941 -4.534 0.629
C -2.263 -3.361 0.927
H 3.277 -2.653 -2.046
H 3.337 -0.900 -1.788
H 1.893 -1.808 -1.329
H 4.640 -2.107 -0.018
H 3.204 -3.060 0.378
H 5.123 -0.550 1.521
H 3.849 0.482 2.172
H 4.854 0.465 -0.724
H 4.947 1.780 0.455
H 3.370 1.287 -0.189
H 0.911 -4.426 0.497
H -0.294 -6.541 -0.034
H -2.767 -6.595 0.047
H -4.023 -4.552 0.670
H -2.792 -2.456 1.198
C 0.366 4.532 -0.856
C -0.569 4.268 0.320
C -1.360 5.515 0.708
O -1.460 3.207 0.010
C 0.269 3.823 1.542
O 1.129 4.594 1.947
O -0.038 2.694 2.059
H -0.203 4.919 -1.708
H 0.856 3.602 -1.145
H 1.124 5.261 -0.571
H -1.849 5.942 -0.174
H -0.695 6.260 1.143
H -2.124 5.244 1.437
H -1.972 3.432 -0.772
C -3.109 -0.402 -3.729
N -2.005 -0.109 -2.839
C -0.736 -0.055 -3.326
C 0.311 0.278 -2.555
C 0.038 0.586 -1.161
O 0.928 0.974 -0.372
N -1.214 0.454 -0.684
C -2.280 0.167 -1.463
O -3.441 0.129 -1.088
H -3.156 0.326 -4.543
H -4.021 -0.347 -3.141
H -3.013 -1.405 -4.153
H -0.632 -0.295 -4.378
H 1.320 0.313 -2.934
*
```

Results
- Total energy: -4221.1019 Eh
- Kohn-Sham gap (spin up / spin down): 5.00 / 4.65 eV
- LUMO (spin up / spin down): 4.13 / 3.83 eV
- ⟨S²⟩: 8.770
- HOMO (spin up / spin down): -0.8650 / -0.8137 eV

=====

Entry 5:
The following is a quantum chemistry calculation of C21H27MnN6OS as an isolated structure, from the Open Molecules 2025 dataset.

Geometry as ORCA input:
```
! RIJCOSX wB97M-V def2-TZVPD def2/J DEFGRID3
* xyz 1 2
Mn -0.856 0.433 1.114
S 0.230 -3.513 2.985
C -1.124 -3.902 1.969
C -1.712 -5.139 1.721
C -2.777 -5.186 0.844
C -3.257 -4.023 0.229
C -2.677 -2.796 0.483
C -1.595 -2.739 1.360
N -0.884 -1.597 1.705
C 0.090 -1.849 2.533
C 0.986 -0.783 2.966
C 2.052 -1.017 3.833
C 2.889 0.029 4.178
C 2.644 1.294 3.656
C 1.569 1.507 2.798
C 0.709 0.479 2.425
H -1.347 -6.035 2.206
H -3.249 -6.137 0.631
H -4.101 -4.089 -0.446
H -3.057 -1.886 0.034
H 2.227 -2.008 4.240
H 3.723 -0.136 4.846
H 3.294 2.119 3.921
H 1.403 2.514 2.423
C -0.390 5.823 -0.698
N -0.855 4.500 -0.321
C -1.770 4.249 0.792
C -1.768 2.738 0.801
O -2.335 1.973 1.585
N -0.961 2.259 -0.170
C -0.427 3.323 -0.789
N 0.415 3.150 -1.797
H -1.205 6.532 -0.578
H -0.091 5.837 -1.745
H 0.450 6.143 -0.080
H -2.767 4.648 0.600
H -1.406 4.649 1.739
H 0.552 2.192 -2.105
H 0.871 3.909 -2.270
C -0.093 -0.986 -4.074
C 0.844 -0.928 -2.874
C 2.081 -0.104 -3.215
C 1.253 -2.346 -2.466
N 0.083 -0.218 -1.809
N 0.606 -0.346 -0.484
H 0.439 -1.341 -4.957
H -0.500 0.004 -4.291
H -0.925 -1.670 -3.885
H 2.678 -0.609 -3.976
H 2.725 0.038 -2.343
H 1.793 0.873 -3.613
H 1.665 -2.872 -3.327
H 0.389 -2.916 -2.110
H 2.023 -2.349 -1.692
H -0.863 -0.584 -1.792
H 1.462 0.197 -0.441
H 0.851 -1.310 -0.268
*
```

Results
- Total energy: -2769.1854 Eh
- Kohn-Sham gap (spin up / spin down): 8.35 / 8.12 eV
- LUMO (spin up / spin down): -2.28 / -2.36 eV
- ⟨S²⟩: 1.170
- HOMO (spin up / spin down): -10.6351 / -10.4824 eV

=====

Entry 6:
The following is a quantum chemistry calculation of one molecule with the formula C21H27N3O2, from the Open Molecules 2025 dataset.

Geometry as ORCA input:
```
! RIJCOSX wB97M-V def2-TZVPD def2/J DEFGRID3
* xyz 0 1
C -1.815 0.100 2.769
O -3.132 -0.383 2.871
C -3.475 -1.320 1.878
C -3.629 -0.711 0.472
N -2.423 -0.848 -0.334
C -2.291 0.218 -1.329
C -2.179 1.578 -0.722
C -3.228 2.501 -0.566
N -2.805 3.636 -0.048
N -1.498 3.481 0.123
C -1.054 2.256 -0.261
C 0.349 1.890 -0.187
C 1.340 2.882 -0.367
C 2.666 2.565 -0.305
C 3.085 1.242 -0.051
C 4.451 0.902 0.021
C 4.833 -0.393 0.272
O 6.116 -0.836 0.364
C 7.159 0.092 0.190
C 3.846 -1.389 0.461
C 2.523 -1.080 0.393
C 2.096 0.242 0.131
C 0.736 0.590 0.055
C -2.291 -2.194 -0.900
C -3.038 -2.420 -2.222
C -0.818 -2.572 -1.054
H -1.667 0.768 3.617
H -1.089 -0.721 2.821
H -1.656 0.651 1.839
H -4.433 -1.729 2.208
H -2.730 -2.128 1.860
H -4.501 -1.168 -0.023
H -3.845 0.351 0.604
H -3.152 0.235 -2.018
H -1.386 0.015 -1.907
H -4.262 2.378 -0.824
H -0.955 4.218 0.543
H 1.041 3.898 -0.583
H 3.415 3.330 -0.452
H 5.176 1.688 -0.125
H 7.130 0.545 -0.806
H 8.082 -0.475 0.301
H 7.125 0.880 0.948
H 4.184 -2.394 0.660
H 1.779 -1.848 0.541
H -0.016 -0.169 0.206
H -2.726 -2.874 -0.159
H -4.070 -2.081 -2.147
H -2.556 -1.896 -3.043
H -3.047 -3.482 -2.453
H -0.321 -2.519 -0.089
H -0.736 -3.589 -1.429
H -0.306 -1.910 -1.747
*
```

Results
- Total energy: -1131.1330 Eh
- Kohn-Sham gap: 8.43 eV
- LUMO: 0.53 eV
- SMILES string: COCCN(Cc1cn[nH]c1-c1ccc2cc(OC)ccc2c1)C(C)C
- HOMO: -7.8985 eV

=====

Entry 7:
The following is a quantum chemistry calculation of one molecule with the formula C21H27N3O3, from the Open Molecules 2025 dataset.

Geometry as ORCA input:
```
! RIJCOSX wB97M-V def2-TZVPD def2/J DEFGRID3
* xyz 0 1
C -6.166 2.763 4.215
C -5.224 2.350 5.314
O -3.869 1.972 4.547
C -2.939 1.255 5.282
O -2.957 1.125 6.511
C -1.901 0.910 4.435
C -1.862 0.906 3.024
C -0.744 0.382 2.464
C 0.170 -0.227 2.977
O 1.504 -0.812 2.530
C 1.765 -0.619 1.253
C 2.113 0.730 0.723
C 2.235 1.081 -0.870
C 3.223 -0.118 -1.511
C 3.254 0.592 -3.060
N 2.081 0.254 -3.527
C 1.898 -0.930 -4.049
C 2.672 -1.837 -4.644
C 1.997 -3.020 -5.249
C 0.724 -3.190 -5.263
C 0.115 -4.313 -5.978
N -0.005 -2.294 -4.901
N 0.257 -1.099 -4.347
C 1.096 1.094 -3.089
C 0.927 0.735 -1.422
C 0.251 -0.148 4.342
C -0.644 0.411 5.248
H -7.075 3.271 4.631
H -6.576 2.171 3.575
H -5.636 3.559 3.686
H -5.760 1.554 5.864
H -4.843 3.139 5.922
H -2.762 1.282 2.558
H -0.786 0.302 1.212
H 2.515 -1.292 1.127
H 0.642 -0.840 0.564
H 2.853 1.122 1.228
H 1.274 1.394 1.067
H 2.621 2.034 -0.819
H 4.118 0.133 -0.952
H 2.926 -1.154 -1.329
H 4.156 -0.222 -3.498
H 3.712 1.489 -2.886
H 3.654 -1.867 -4.460
H 2.858 -3.819 -5.544
H 0.178 -4.462 -7.045
H 0.273 -5.057 -5.479
H -1.054 -4.423 -5.894
H 0.144 0.823 -3.749
H 1.629 2.125 -3.184
H 0.142 1.279 -1.264
H 0.584 -0.209 -1.525
H 1.163 -0.495 4.979
H -0.920 0.210 6.260
*
```

Results
- Total energy: -1205.8128 Eh
- Kohn-Sham gap: 7.73 eV
- LUMO: 0.08 eV
- SMILES string: CCOC(=O)c1ccc(OCCC2CCN(c3ccc(C)nn3)CC2)cc1
- HOMO: -7.6435 eV

=====

Entry 8:
The following is a quantum chemistry calculation of one molecule with the formula C21H27N3O4, from the Open Molecules 2025 dataset.

Geometry as ORCA input:
```
! RIJCOSX wB97M-V def2-TZVPD def2/J DEFGRID3
* xyz 0 1
C -2.169 0.223 -2.006
O -2.955 0.203 -0.842
C -2.704 -0.768 0.091
C -3.640 -0.880 1.116
C -3.473 -1.834 2.098
C -2.376 -2.677 2.077
C -1.425 -2.562 1.074
C -0.193 -3.424 1.085
C 0.670 -3.144 2.329
N 0.926 -1.736 2.497
C 2.054 -1.139 2.077
O 3.020 -1.731 1.635
C 2.005 0.380 2.211
C 1.129 1.006 1.104
C -0.312 1.172 1.574
O -0.787 0.503 2.478
N -1.059 2.044 0.880
C -0.494 2.991 -0.049
C 0.892 3.369 0.489
N 1.763 2.227 0.618
C 2.677 1.991 -0.491
C 2.032 1.618 -1.791
C 1.603 2.368 -2.847
C 1.057 1.459 -3.788
C 1.190 0.216 -3.245
C 0.841 -1.134 -3.761
O 1.773 0.309 -2.029
C -1.600 -1.608 0.079
H -2.575 1.021 -2.627
H -2.234 -0.726 -2.549
H -1.119 0.439 -1.789
H -4.487 -0.212 1.119
H -4.204 -1.920 2.888
H -2.256 -3.424 2.848
H 0.406 -3.227 0.194
H -0.470 -4.480 1.085
H 0.165 -3.513 3.226
H 1.636 -3.644 2.227
H 0.135 -1.139 2.725
H 3.017 0.770 2.117
H 1.608 0.651 3.189
H 1.048 0.279 0.277
H -2.038 2.098 1.122
H -0.400 2.555 -1.050
H -1.142 3.867 -0.112
H 0.760 3.807 1.487
H 1.365 4.108 -0.156
H 3.345 1.180 -0.191
H 3.267 2.899 -0.632
H 1.673 3.432 -2.949
H 0.631 1.699 -4.741
H 1.714 -1.605 -4.213
H 0.060 -1.056 -4.512
H 0.503 -1.775 -2.949
H -0.853 -1.526 -0.697
*
```

Results
- Total energy: -1281.6726 Eh
- Kohn-Sham gap: 9.06 eV
- LUMO: 0.66 eV
- SMILES string: COc1cccc(CCNC(=O)C[C@H]2C(=O)NCCN2Cc2ccc(C)o2)c1
- HOMO: -8.4045 eV